64
Properties=species:S:1:pos:R:3 method="wB97M-V/def2-TZVPD" max_force_ev_per_a=2.28 homo_lumo_gap_ev=3.433 e_above_lowest_kj_mol=378.85 e_homo_ev=-6.701
C -5.63 -0.15 -0.95
C -4.33 0.21 -0.23
C -3.69 1.34 -1.04
C -4.53 0.67 1.30
C -5.11 2.08 1.49
C -5.43 -0.33 2.02
O -3.23 0.58 1.83
B -2.59 -0.52 1.10
C -1.09 0.04 0.60
C -0.40 -0.50 -0.49
C 0.82 0.07 -0.91
C 1.26 1.24 -0.28
C 2.42 2.01 -0.87
F 2.89 3.01 -0.07
F 3.50 1.22 -1.15
F 2.07 2.60 -2.06
C 0.64 1.73 0.86
C -0.55 1.11 1.29
C -2.23 -1.83 2.24
C -2.19 -3.19 1.60
O -3.42 -0.87 -0.05
H -6.39 0.63 -0.76
H -5.50 -0.18 -2.04
H -6.05 -1.12 -0.63
H -4.32 2.24 -1.07
H -2.70 1.59 -0.65
H -3.57 1.01 -2.09
H -6.02 2.23 0.90
H -5.39 2.20 2.55
H -4.38 2.86 1.24
H -6.46 -0.27 1.65
H -5.04 -1.35 1.90
H -5.42 -0.09 3.09
H -0.84 -1.33 -1.04
H 1.39 -0.35 -1.73
H 1.05 2.58 1.41
H -1.06 1.54 2.15
H -1.28 -1.53 2.71
H -3.00 -1.83 3.02
H -1.66 -3.92 2.25
H -3.20 -3.61 1.51
H -1.76 -3.17 0.59
C -0.26 -1.70 5.73
C -0.69 -3.02 6.51
C -0.09 -4.12 5.67
C 0.68 -3.60 4.64
C 0.64 -2.18 4.63
C 1.58 -1.34 3.93
C 2.67 -1.93 3.22
C 3.62 -1.16 2.57
C 3.57 0.23 2.65
C 2.52 0.85 3.33
C 1.54 0.07 3.94
H -1.19 -1.26 5.32
H 0.21 -0.95 6.40
H -0.27 -3.06 7.54
H -1.79 -3.06 6.55
H -0.18 -5.19 5.92
H 1.29 -4.19 3.95
H 2.75 -3.02 3.20
H 4.43 -1.64 2.00
H 4.35 0.82 2.17
H 2.44 1.94 3.37
H 0.71 0.57 4.43

=====

2
Properties=species:S:1:pos:R:3 method="wB97M-V/def2-TZVPD" max_force_ev_per_a=0.64 homo_lumo_gap_ev=4.111 e_above_lowest_kj_mol=179.20 e_homo_ev=-6.244
K 0.00 0.00 0.00
Br -2.33 -3.04 3.37

=====

12
Properties=species:S:1:pos:R:3 method="wB97M-V/def2-TZVPD" max_force_ev_per_a=4.24 homo_lumo_gap_ev=10.147 smiles="C=[N+]([O-])O.C#CC#N" e_above_lowest_kj_mol=706.15 e_homo_ev=-9.779
C -1.59 -0.95 -1.07
C -1.48 -0.62 1.49
C -1.44 -0.89 0.29
C 0.45 1.04 -0.66
N -1.71 -1.15 -2.19
N 1.05 0.49 0.30
O 2.11 -0.32 -0.28
O 0.90 0.42 1.54
H 2.92 -0.10 0.17
H -1.69 -0.49 2.51
H 0.89 0.97 -1.73
H -0.40 1.60 -0.37

=====

9
Properties=species:S:1:pos:R:3 method="wB97M-V/def2-TZVPD" max_force_ev_per_a=0.91 homo_lumo_gap_ev=8.558 smiles="O=C=C1N=CNO1" e_above_lowest_kj_mol=350.97 e_homo_ev=-8.348
O 2.29 1.85 -1.14
C 1.43 1.11 -0.87
C 0.36 0.33 -0.73
N 0.40 -1.05 -0.47
C -0.54 -1.22 0.37
N -1.31 -0.06 0.68
O -0.85 0.88 -0.30
H -1.01 0.31 1.59
H -0.77 -2.15 0.87

=====

55
Properties=species:S:1:pos:R:3 method="wB97M-V/def2-TZVPD" max_force_ev_per_a=5.56 homo_lumo_gap_ev=4.909 e_above_lowest_kj_mol=0.00 e_homo_ev=-2.983 total_charge=-1
O -3.82 -1.83 -2.47
C -5.10 -1.97 -1.78
C -5.66 -3.00 -2.76
H -5.66 -1.03 -1.77
H -4.95 -2.36 -0.77
C -4.29 -2.80 -3.47
H -6.52 -2.65 -3.33
H -5.80 -3.99 -2.33
C -4.40 -2.18 -4.85
H -5.05 -1.30 -4.85
H -4.82 -2.91 -5.55
H -3.41 -1.90 -5.22
C -3.41 -4.03 -3.47
H -3.35 -4.48 -2.48
H -2.40 -3.77 -3.82
H -3.81 -4.78 -4.17
Cd 2.04 1.67 1.61
C 3.90 0.23 2.89
C 3.04 0.95 3.79
C 1.70 0.42 3.61
H 3.26 1.54 4.67
C 1.78 -0.64 2.65
C 3.15 -0.73 2.20
H 3.51 -1.42 1.44
H 4.97 0.44 2.74
H 0.87 0.70 4.25
H 0.99 -1.35 2.43
C 4.13 2.87 0.62
C 4.15 1.57 0.04
C 2.99 1.38 -0.73
H 4.98 0.86 0.16
C 2.18 2.59 -0.61
C 2.87 3.47 0.26
H 2.59 4.50 0.51
H 5.05 3.40 0.88
H 2.76 0.55 -1.40
H 1.28 2.80 -1.20
O 0.12 0.90 0.66
C 0.05 -0.22 -0.29
C -1.33 -0.81 -0.07
H 0.90 -0.90 -0.11
H 0.19 0.23 -1.28
C -2.15 0.39 0.47
H -1.24 -1.56 0.72
H -1.75 -1.25 -0.98
C -1.16 1.13 1.35
H -3.05 0.10 1.01
H -2.39 1.04 -0.37
H -1.09 0.70 2.36
H -1.28 2.22 1.42
O 6.06 2.71 3.06
Cl 4.94 3.47 3.50
O 4.75 3.31 4.91
O 5.04 4.82 3.06
O 3.64 2.88 2.85

=====

19
Properties=species:S:1:pos:R:3 method="wB97M-V/def2-TZVPD" max_force_ev_per_a=5.63 homo_lumo_gap_ev=8.028 smiles="CN(C(=S)Cl)c1ccccc1" e_above_lowest_kj_mol=146.00 e_homo_ev=-8.708
C -1.30 -1.97 -1.58
C -0.91 -2.22 -0.28
C -1.19 -0.62 -1.99
C -0.32 -1.29 0.60
C -0.56 0.35 -1.08
C -0.12 0.02 0.18
C -0.07 2.54 1.07
C 2.00 0.77 1.17
N 0.61 0.88 1.06
S 0.88 3.74 1.57
Cl -1.76 2.38 1.10
H -1.78 -2.68 -2.27
H -1.05 -3.29 -0.01
H -1.37 -0.50 -3.01
H 0.17 -1.67 1.44
H -0.24 1.31 -1.43
H 2.53 0.72 0.13
H 2.23 1.68 1.53
H 2.26 -0.13 1.82

=====

44
Properties=species:S:1:pos:R:3 method="wB97M-V/def2-TZVPD" max_force_ev_per_a=2.59 homo_lumo_gap_ev=9.158 e_above_lowest_kj_mol=132.74 e_homo_ev=-12.329 total_charge=+1
N -0.55 2.59 2.11
N 3.27 -2.08 2.05
O -2.72 -0.36 1.52
O -2.71 1.87 -2.18
C -0.55 1.76 2.92
C 2.57 -1.21 2.40
O 0.52 -1.49 4.34
C -2.55 -0.13 0.33
C -1.50 1.71 -2.25
C 1.14 -2.52 -1.20
C 0.93 -1.21 -1.53
C 3.06 -1.44 -0.96
N 2.47 -2.65 -0.85
N -0.83 2.43 -3.16
N -1.40 0.43 -0.04
N 2.13 -0.55 -1.37
C -3.62 -0.55 -0.66
C 0.61 2.45 -3.43
C -0.46 0.65 3.88
C 1.73 -0.08 2.81
C 0.34 -0.53 3.30
C -0.36 -0.61 -2.04
C -0.77 0.71 -1.34
H -0.33 -1.82 4.67
H 0.39 -3.32 -1.23
H 4.09 -1.22 -0.70
H 2.91 -3.48 -0.47
H -1.41 3.06 -3.69
H -0.92 0.81 0.76
H 2.30 0.44 -1.55
H -3.21 -0.77 -1.64
H -4.33 0.28 -0.76
H -4.15 -1.42 -0.27
H 1.17 2.78 -2.56
H 0.81 3.15 -4.25
H 0.96 1.46 -3.75
H -1.47 0.32 4.13
H 0.01 1.01 4.80
H 2.24 0.45 3.61
H 1.64 0.60 1.96
H -0.22 -0.98 2.47
H -1.15 -1.35 -1.96
H -0.23 -0.42 -3.11
H 0.15 1.23 -1.09

=====

70
Properties=species:S:1:pos:R:3 method="wB97M-V/def2-TZVPD" max_force_ev_per_a=0.52 spin_multiplicity=3 homo_lumo_gap_ev="7.806 / 7.904" e_homo_ev="-7.513 / -9.518"
Pt -0.01 -0.38 -0.69
F 0.81 -3.60 0.11
C 0.36 -4.27 -0.95
F 0.90 -5.48 -0.93
F -0.97 -4.37 -0.84
S 0.78 -3.40 -2.51
O -0.03 -2.20 -2.51
O 0.55 -4.38 -3.52
N 2.31 -3.10 -2.29
S 2.90 -1.67 -2.06
O 3.36 -1.00 -3.23
O 2.17 -0.83 -1.08
C 4.39 -2.13 -1.08
F 5.18 -2.93 -1.78
F 5.04 -1.01 -0.77
F 4.04 -2.74 0.05
C -0.66 -1.98 2.65
C 0.25 -0.78 2.94
C 1.70 -1.28 2.99
C -0.17 -0.19 4.29
P 0.03 0.41 1.53
C -1.69 1.00 1.76
C -2.71 0.22 1.22
C -4.04 0.58 1.38
C -4.37 1.73 2.08
C -3.36 2.51 2.62
C -2.03 2.14 2.47
C 1.21 1.86 1.64
C 0.69 2.97 0.72
C 2.58 1.44 1.09
C 1.46 2.43 3.05
H -0.53 -2.71 3.46
H -0.41 -2.47 1.72
H -1.71 -1.70 2.63
H 1.76 -2.13 3.67
H 2.39 -0.52 3.36
H 2.05 -1.62 2.01
H 0.03 -0.94 5.06
H -1.24 0.03 4.31
H 0.37 0.71 4.56
H -2.48 -0.68 0.66
H -4.82 -0.04 0.95
H -5.41 2.01 2.20
H -3.61 3.41 3.17
H -1.27 2.77 2.91
H 0.67 2.65 -0.32
H 1.38 3.82 0.80
H -0.31 3.32 0.98
H 2.53 1.01 0.09
H 3.10 0.73 1.74
H 3.20 2.34 1.03
H 0.57 2.81 3.54
H 2.15 3.26 2.94
H 1.93 1.71 3.71
C -1.99 2.35 -4.49
Ge -1.21 0.69 -3.83
C 0.52 0.45 -4.67
C -2.45 -0.76 -4.22
C -1.08 0.95 -1.88
H -2.17 2.30 -5.56
H -1.31 3.19 -4.30
H -2.94 2.55 -3.99
H 0.38 0.32 -5.75
H 1.06 -0.41 -4.29
H 1.12 1.34 -4.51
H -2.57 -0.85 -5.30
H -3.42 -0.52 -3.79
H -2.10 -1.71 -3.83
H -2.09 0.85 -1.46
H -0.74 1.97 -1.68